C6H7CoLiO6 | the ωB97M-V functional and the def2-TZVPD basis

Last column: Mulliken charge in e.
Geometry (Å):
Li -0.24 1.98 0.95  0.927
O -1.33 1.65 -0.67  -0.570
O 0.15 0.76 -2.11  -0.298
C 1.23 1.72 -1.84  -0.601
C 2.11 1.25 -0.69  -0.245
O 1.41 1.14 0.51  -0.635
C -0.95 0.82 -1.47  0.558
H 1.80 1.78 -2.77  0.335
H 0.77 2.69 -1.63  0.367
H 2.93 1.99 -0.62  0.322
H 2.58 0.30 -0.99  0.306
Co 1.17 -0.22 1.72  0.905
O -0.61 0.55 2.33  -0.715
O -0.46 -1.53 1.69  -0.245
C -1.03 -2.57 0.99  -0.078
C -1.30 -2.46 -0.33  -0.743
O -2.43 -0.77 2.58  -0.467
C -1.28 -0.54 2.34  0.892
H -1.35 -3.39 1.63  0.346
H -1.01 -3.29 -0.98  0.305
H -2.15 -1.86 -0.65  0.334

orbital gap (alpha / beta) = 7.366 / 6.464 eV
charge = +1
calculated total energy = -56442.361 eV
2S+1 = 5
relative energy (zero: lowest compared OMol25 entry of this formula, charge and spin) = 68.7 kcal per mole